No. 1
{
  "formula": "C5H10O2",
  "method": "wB97M-V/def2-TZVPD",
  "charge": 0,
  "smiles": "C=C(O)/C=C/C.O",
  "homo_lumo_gap_ev": 9.19,
  "elements": ["C", "C", "O", "C", "C", "C", "H", "H", "H", "H", "H", "H", "H", "H", "O", "H", "H"],
  "coordinates": [[1.19502, 1.07077, 1.61791], [1.22829, 0.17696, 0.61176], [2.23575, -0.18376, -0.22210], [-0.02091, -0.52854, 0.23657], [-1.27965, -0.17461, 0.55244], [-2.45364, -0.95919, -0.03955], [2.15037, 1.43795, 2.05297], [0.47357, 1.25169, 2.37580], [3.19013, -0.14180, 0.02600], [0.32337, -1.34944, -0.43139], [-1.60318, 0.64556, 1.14689], [-2.34743, -2.03770, -0.13803], [-3.35819, -0.60109, 0.46570], [-2.46717, -0.51372, -1.05377], [0.94113, 0.61914, -2.77694], [0.79690, -0.12701, -2.19184], [0.99563, 1.41478, -2.23244]],
  "lowdin_charge": [0.045, -0.434, 0.014, -0.087, -0.122, -0.094, 0.063, 0.045, 0.145, 0.128, 0.096, 0.073, 0.067, 0.082, -0.057, -0.005, 0.039]
}


No. 2
{
  "formula": "C5H10O2",
  "method": "wB97M-V/def2-TZVPD",
  "charge": 0,
  "smiles": "C=C/C(O)=C/C.O",
  "homo_lumo_gap_ev": 9.70,
  "elements": ["C", "C", "C", "O", "C", "C", "H", "H", "H", "H", "H", "H", "H", "H", "O", "H", "H"],
  "coordinates": [[2.38430, -1.15493, 0.78398], [1.17922, -0.72154, 1.11973], [0.19836, -0.31915, 0.09747], [-0.44979, 0.88410, 0.37775], [-0.21017, -1.11742, -0.88540], [-1.11477, -0.66282, -1.99811], [2.70712, -1.00310, -0.23704], [3.08896, -1.58456, 1.47613], [0.78846, -0.72727, 2.12985], [-0.01300, 1.63873, -0.04290], [0.15028, -2.13934, -0.89330], [-0.59545, -0.88965, -2.93401], [-1.36378, 0.38411, -1.88128], [-2.01336, -1.27728, -2.06678], [-1.39589, 2.85143, 1.99958], [-1.62576, 3.67512, 1.55897], [-1.71474, 2.16357, 1.39537]],
  "lowdin_charge": [0.022, -0.124, -0.358, -0.021, -0.088, -0.079, 0.064, 0.053, 0.110, 0.116, 0.113, 0.075, 0.065, 0.073, -0.067, 0.030, 0.016]
}


No. 3
{
  "formula": "C5H10O2",
  "method": "wB97M-V/def2-TZVPD",
  "charge": 1,
  "s_squared": 0.758,
  "multiplicity": 2,
  "homo_lumo_gap_ev": [6.91, 3.66],
  "elements": ["O", "C", "C", "H", "H", "H", "H", "O", "C", "C", "C", "H", "H", "H", "H", "H", "H"],
  "coordinates": [[-1.23555, -0.40220, -2.09465], [-0.57415, -1.32525, -1.61168], [-1.11863, -2.55228, -0.99671], [0.51662, -1.20094, -1.57934], [-2.03669, -2.38755, -0.35962], [-0.36611, -3.09154, -0.35445], [-1.42241, -3.22145, -1.80398], [2.08939, 0.77784, 2.24337], [1.36435, 1.56030, 1.55530], [0.66005, 1.13258, 0.33000], [-0.84017, 1.05325, 0.61578], [1.19704, 2.60895, 1.95723], [1.08460, 0.13733, 0.05892], [0.93826, 1.84885, -0.48142], [-1.12838, 0.09919, 1.07641], [-1.37110, 1.11841, -0.34775], [-1.19120, 1.87206, 1.28809]],
  "lowdin_spin": [0.000, 0.000, 0.000, 0.000, 0.000, 0.000, 0.000, 0.763, 0.090, 0.072, 0.010, 0.053, -0.002, 0.004, 0.001, 0.006, 0.001]
}


No. 4
{
  "formula": "C5H10O2S2",
  "method": "wB97M-V/def2-TZVPD",
  "charge": 0,
  "homo_lumo_gap_ev": 6.52,
  "elements": ["C", "C", "C", "C", "C", "H", "H", "H", "H", "H", "H", "H", "H", "H", "H", "O", "O", "S", "S"],
  "coordinates": [[-2.25247, -1.07217, 0.07672], [-1.15901, -0.05238, -0.08466], [-1.29580, 1.22057, 0.28423], [0.13061, -0.53424, -0.69854], [1.75633, 0.64793, 0.42275], [-3.13458, -0.63660, 0.55337], [-1.90639, -1.91852, 0.68024], [-2.55041, -1.47330, -0.89502], [-0.49498, 1.94433, 0.15074], [-2.21571, 1.58818, 0.72849], [-0.06471, -1.09040, -1.62209], [0.77870, 0.30695, -0.95226], [1.19088, -0.88952, 1.40037], [3.30596, -0.20562, -1.10571], [1.15351, 2.28410, -0.23006], [1.77978, 1.60256, -0.52587], [1.07740, 0.68852, 1.41138], [1.05087, -1.71249, 0.35137], [2.85002, -0.69791, 0.05456]],
  "lowdin_charge": [-0.070, -0.394, 0.067, -0.411, -0.970, 0.078, 0.067, 0.082, 0.048, 0.077, 0.106, 0.045, -0.073, -0.085, 0.122, 0.007, -0.028, 0.659, 0.672]
}